Entry 1:
95
Properties=species:S:1:pos:R:3 method="wB97M-V/def2-TZVPD" e_homo_ha=-0.3943 smiles="C[N+](=O)[O-].C[N+](=O)[O-].C[N+](=O)[O-].C[N+](=O)[O-].C[N+](=O)[O-].O=C1OCCO1.O=C1OCCO1.O=C1OCCO1.O=C1OCCO1.O=C1OCCO1.O=C1OCCO1" de_lowest_ev=0.000 lumo_energy_ev=-0.5 energy_ha=-3279.87402 spin_multiplicity=1 total_charge=0
C 12.155 7.037 9.094
N 11.860 8.403 9.668
O 11.358 9.252 8.972
O 12.058 8.549 10.877
H 13.104 6.590 9.477
H 12.170 7.077 8.011
H 11.322 6.363 9.331
C 14.288 13.493 14.393
N 14.689 12.791 13.060
O 14.922 11.580 13.130
O 14.691 13.499 12.085
H 13.856 12.745 15.077
H 13.558 14.270 14.183
H 15.258 13.798 14.861
C 11.307 11.873 12.157
N 10.541 12.440 13.228
O 11.115 12.890 14.202
O 9.314 12.344 13.108
H 12.282 12.384 12.108
H 10.837 12.175 11.218
H 11.375 10.801 12.184
C 6.653 13.511 11.429
N 7.133 12.788 10.233
O 7.272 13.485 9.234
O 7.489 11.630 10.346
H 7.597 13.835 11.940
H 6.182 12.798 12.122
H 5.955 14.274 11.114
C 10.159 12.321 7.478
N 10.692 13.473 8.174
O 10.504 14.556 7.668
O 11.205 13.322 9.232
H 9.079 12.386 7.584
H 10.514 11.433 7.981
H 10.369 12.386 6.391
O 8.579 18.332 12.678
C 9.274 18.088 13.596
O 10.546 17.679 13.483
C 11.098 17.331 14.754
C 10.016 17.894 15.663
O 8.868 18.041 14.900
H 11.154 16.243 14.839
H 12.056 17.733 14.871
H 10.284 18.919 15.979
H 9.932 17.244 16.523
O 14.560 12.990 5.499
C 14.657 13.579 6.512
O 15.789 14.265 6.844
C 15.604 14.832 8.157
C 14.107 14.744 8.454
O 13.698 13.742 7.462
H 16.238 14.192 8.829
H 16.075 15.763 8.097
H 13.555 15.623 8.271
H 13.914 14.339 9.430
O 10.444 6.197 16.647
C 9.964 6.926 15.882
O 9.699 8.264 16.129
C 9.575 8.887 14.815
C 9.266 7.783 13.816
O 9.688 6.637 14.545
H 8.829 9.698 14.837
H 10.553 9.260 14.628
H 9.752 7.939 12.875
H 8.162 7.771 13.588
O 13.038 9.633 16.248
C 13.676 9.068 15.427
O 13.265 8.892 14.137
C 14.322 8.209 13.370
C 15.537 8.262 14.253
O 14.978 8.677 15.564
H 13.953 7.198 13.138
H 14.577 8.674 12.409
H 16.340 8.996 14.076
H 16.037 7.258 14.422
O 10.721 14.945 16.844
C 10.999 13.840 17.156
O 10.147 12.753 17.041
C 10.815 11.554 17.575
C 12.285 12.040 17.884
O 12.148 13.459 17.652
H 10.304 11.183 18.433
H 10.721 10.771 16.806
H 13.041 11.577 17.245
H 12.543 11.887 18.899
O 11.820 14.945 11.624
C 11.264 15.748 10.986
O 11.927 16.514 10.070
C 10.936 17.435 9.532
C 9.625 16.860 9.923
O 9.977 16.024 11.044
H 11.093 18.400 10.020
H 11.042 17.517 8.479
H 9.228 16.275 9.100
H 8.863 17.553 10.289

***

Entry 2:
76
Properties=species:S:1:pos:R:3 method="wB97M-V/def2-TZVPD" e_homo_ha=-0.4831 de_lowest_ev=0.033 lumo_energy_ev=-4.1 energy_ha=-2129.75674 spin_multiplicity=1 total_charge=+2
Cd -0.170 1.881 -0.183
C -2.285 4.329 0.524
C -2.141 4.303 -1.003
N -0.817 3.829 -1.460
C 0.270 4.819 -1.459
C 0.817 5.198 -0.079
S 1.278 3.824 1.039
C 0.163 4.103 2.455
C -1.163 3.319 2.486
N -1.761 3.115 1.163
H -3.336 4.478 0.768
H -1.758 5.184 0.940
H -2.366 5.295 -1.402
H -2.879 3.613 -1.415
H -0.931 3.480 -2.404
H -0.040 5.746 -1.951
H 1.085 4.406 -2.057
H 0.118 5.827 0.466
H 1.716 5.792 -0.227
H 0.006 5.179 2.507
H 0.745 3.840 3.336
H -1.840 3.858 3.154
H -0.997 2.333 2.908
H -2.484 2.408 1.245
N 1.639 1.418 -1.819
C 1.412 0.054 -2.376
C 1.669 0.097 -3.896
C 1.284 -1.054 -4.839
C 2.042 -2.373 -4.714
N 1.572 -3.118 -3.550
C 2.064 -4.262 -3.142
N 3.035 -4.886 -3.813
N 1.578 -4.821 -2.014
C 0.001 -0.440 -2.016
O -0.208 -1.664 -2.045
O -0.857 0.444 -1.714
H 1.341 2.084 -2.524
H 2.627 1.592 -1.683
H 2.110 -0.624 -1.883
H 2.732 0.317 -4.031
H 1.129 0.978 -4.261
H 1.460 -0.698 -5.854
H 0.213 -1.258 -4.771
H 3.121 -2.197 -4.646
H 1.851 -2.962 -5.614
H 0.791 -2.692 -3.020
H 3.351 -4.539 -4.701
H 3.413 -5.760 -3.493
H 0.762 -4.398 -1.600
H 1.707 -5.806 -1.855
C -0.066 -3.671 3.784
N 0.338 -2.459 3.080
N -0.569 -1.527 2.615
C 0.097 -0.564 1.919
O -0.537 0.420 1.434
C 1.466 -0.930 1.936
C 1.561 -2.096 2.664
C 2.770 -2.892 3.030
C -1.984 -1.606 2.821
C -2.806 -1.774 1.717
C -4.180 -1.815 1.903
C -4.713 -1.709 3.183
C -3.875 -1.549 4.282
C -2.501 -1.483 4.101
H -1.055 -3.977 3.456
H -0.079 -3.520 4.862
H 0.641 -4.459 3.541
H 2.279 -0.371 1.501
H 3.660 -2.411 2.633
H 2.721 -3.908 2.631
H 2.877 -2.968 4.113
H -2.370 -1.850 0.726
H -4.836 -1.937 1.048
H -5.785 -1.752 3.327
H -4.292 -1.458 5.278
H -1.836 -1.329 4.944

***

Entry 3:
71
Properties=species:S:1:pos:R:3 method="wB97M-V/def2-TZVPD" e_homo_ha="0.0869 / -0.0908" s2=6.015 lumo_energy_ev="4.0 / 4.1" energy_ha=-2123.11736 spin_multiplicity=5 total_charge=-2
Os 0.007 0.004 0.012
Cl -1.171 -0.548 -2.053
C -3.401 2.468 0.965
C -1.727 0.948 0.684
N -2.194 2.197 0.341
H -4.570 1.205 2.334
N -2.692 0.464 1.543
H -3.936 3.390 0.835
C -1.524 3.195 -0.568
C -2.473 4.375 -0.825
C -0.263 3.723 0.125
H -2.658 4.964 0.079
H -1.989 5.031 -1.554
H -3.427 4.047 -1.250
H -1.014 3.283 -2.660
H -2.078 1.917 -2.232
H 0.287 2.916 0.609
C -1.224 2.519 -1.906
H -0.530 4.458 0.891
H 0.384 4.206 -0.614
H -0.368 1.849 -1.821
C -3.714 1.385 1.710
C -1.942 -0.950 3.439
H -2.108 -0.054 4.043
H -2.227 -1.830 4.024
C -2.773 -0.912 2.158
H -2.090 -2.888 1.611
C -4.230 -1.224 2.528
H -4.924 -1.018 1.706
H -0.878 -1.009 3.203
H -1.376 -1.580 0.621
H -4.550 -0.676 3.420
H -4.292 -2.293 2.747
C -2.284 -1.928 1.119
H -3.051 -2.079 0.352
C 3.608 -1.433 -1.888
N 2.677 -0.457 -1.568
H 3.680 -3.542 -1.269
N 2.052 -2.283 -0.583
H 4.457 -1.250 -2.520
C 2.749 0.921 -2.179
C 4.181 1.194 -2.663
C 1.793 0.963 -3.376
H 4.432 0.630 -3.567
H 4.247 2.257 -2.913
H 4.921 0.983 -1.884
H 2.278 2.940 -1.610
H 3.189 2.046 -0.370
H 0.896 0.368 -3.188
C 2.400 1.968 -1.123
H 2.286 0.554 -4.264
H 1.510 2.000 -3.582
H 1.470 1.705 -0.615
C 3.221 -2.570 -1.270
C 0.069 -3.749 -0.501
H 0.320 -4.390 -1.351
H -0.584 -4.300 0.183
C 1.336 -3.322 0.241
H 0.477 -3.464 2.218
C 2.235 -4.555 0.411
H 3.209 -4.303 0.842
H -0.466 -2.883 -0.894
H 0.468 -1.813 1.551
H 2.380 -5.088 -0.534
H 1.732 -5.234 1.105
C 1.042 -2.736 1.627
H 1.978 -2.511 2.149
C 1.688 -0.966 -0.753
S 2.437 1.329 4.099
C 1.639 0.894 2.757
N 0.992 0.541 1.668

***

Entry 4:
68
Properties=species:S:1:pos:R:3 method="wB97M-V/def2-TZVPD" e_homo_ha="-0.3447 / -0.3816" s2=2.022 de_lowest_ev=0.000 lumo_energy_ev="-2.0 / -4.9" energy_ha=-2016.79212 spin_multiplicity=3 total_charge=+1
Au 0.041 -0.262 1.761
C -0.935 -1.794 3.309
C 0.394 -2.164 2.847
C 0.596 -0.527 4.494
C -0.783 -0.812 4.342
C 1.333 -1.328 3.570
C -2.187 -2.524 2.989
H -2.149 -2.974 1.989
H -3.059 -1.857 3.038
H -2.349 -3.336 3.717
C -1.871 -0.231 5.150
H -2.845 -0.496 4.723
H -1.806 0.867 5.165
H -1.839 -0.598 6.189
C 1.181 0.400 5.481
H 1.229 -0.059 6.483
H 0.599 1.329 5.551
H 2.201 0.677 5.187
C 2.808 -1.477 3.546
H 3.131 -2.174 4.337
H 3.311 -0.517 3.727
H 3.160 -1.877 2.586
C 0.741 -3.369 2.044
H 0.916 -4.224 2.711
H 1.656 -3.210 1.457
H -0.072 -3.639 1.359
C -1.763 1.414 -4.197
C -1.838 0.077 -4.237
C -1.048 -0.831 -5.129
C 0.352 -0.336 -5.570
C 1.253 0.125 -4.461
C 1.320 1.361 -3.947
C 0.529 2.557 -4.396
C -0.858 2.281 -5.023
H -1.631 -1.044 -6.042
H 0.249 0.412 -6.365
H -0.928 -1.801 -4.620
H -0.742 1.914 -6.051
H -2.463 1.982 -3.568
H -2.626 -0.428 -3.662
H -1.361 3.259 -5.089
H 0.385 3.218 -3.527
H 2.073 1.579 -3.175
H 1.118 3.141 -5.124
H 0.851 -1.211 -6.015
H 1.947 -0.651 -4.111
P -1.266 0.536 -0.067
C -2.849 1.313 0.205
C -1.462 -0.972 -1.032
P 1.386 1.065 0.268
C 0.028 1.553 -0.890
C 2.370 -0.192 -0.576
C 2.449 2.383 0.846
H -2.785 2.072 1.002
H -3.570 0.537 0.508
H -3.187 1.775 -0.734
H -1.582 -0.736 -2.090
H -2.359 -1.495 -0.676
H -0.603 -1.643 -0.913
H 2.813 2.957 -0.018
H 3.311 1.934 1.364
H 1.923 3.049 1.547
H -0.193 2.632 -0.868
H 0.215 1.241 -1.927
H 3.301 -0.325 -0.010
H 2.601 0.119 -1.599
H 1.846 -1.156 -0.596
I -0.607 2.510 2.813